# 1
Below is a structure of composition C21H30NO3 in a non-equilibrium geometry, with properties calculated with ωB97M-V/def2-TZVPD.

The geometry in XYZ format:
```
55
Properties=species:S:1:pos:R:3:forces:R:3:mulliken_charge:R:1
H -6.7105 -0.3507 -1.6494 -0.73 -0.41 0.13 0.320
N -3.2116 -0.4458 0.0428 4.14 -2.73 2.47 -0.165
C -1.0126 0.4042 0.6085 -2.20 -15.10 -0.57 0.507
H -8.5539 -2.5105 1.0735 0.01 -0.20 -0.28 0.374
O -5.6816 -1.2748 -0.0920 -1.48 0.76 2.13 -0.453
C 5.4514 -2.5153 0.2962 -8.16 12.07 3.57 -1.097
C -0.4697 1.4809 0.7098 -0.86 14.29 3.07 -0.064
H -7.1195 -0.4861 1.3401 1.18 0.38 -0.33 0.315
H -2.5018 0.7586 -1.3390 -1.59 0.66 -0.90 0.443
H 5.8053 -2.7908 2.1352 4.01 -4.81 5.67 0.537
H 3.2802 -0.1802 -2.0453 -2.04 -1.97 -3.20 0.824
H 5.9377 -3.1958 -0.0330 5.80 -8.96 -3.62 0.693
H 0.1629 4.2693 1.8087 1.15 -0.19 -1.59 0.301
H -4.9828 0.9912 -2.4005 0.25 -2.51 2.12 0.338
H 1.0357 5.1926 0.3466 -0.01 0.79 1.32 0.342
H -3.7493 1.3745 -0.1635 -0.33 1.44 -0.50 0.385
C 4.7947 -0.7885 1.9143 5.16 -10.15 14.16 -0.058
C 4.9508 -2.0615 -2.3260 2.67 -0.20 3.53 -1.299
C 4.2303 -0.3003 0.9817 -7.09 13.43 -5.83 -0.103
C 1.5705 0.9564 -0.5033 -5.51 6.33 5.34 0.957
C 5.2745 -2.1747 1.6764 -2.17 5.58 -8.79 -0.866
H 5.4968 -1.2094 -2.7559 -0.38 -0.83 -1.05 0.366
H 1.6690 -1.0645 -0.4320 5.28 -5.10 -1.77 0.650
C -4.7446 0.0343 -1.5325 2.28 5.50 -9.12 -0.729
C 0.4399 4.3572 0.7012 0.52 0.38 -1.92 -0.917
H -7.3836 -2.9253 -0.4113 -1.49 0.98 1.86 0.250
H -4.0490 -0.8991 0.4490 0.14 0.12 -0.63 0.422
C -7.9004 -2.1142 0.2984 3.76 -3.21 0.07 -1.172
C 1.1848 -0.2608 -0.2830 -6.04 -4.48 0.83 -0.504
H 3.7475 0.8637 1.2931 0.98 -3.20 -0.99 -0.055
C 4.3484 -0.4366 -0.3703 -1.62 1.95 -3.32 0.489
H 4.7146 -0.6487 3.2535 0.04 0.49 -4.58 0.220
O 1.3219 3.3502 -0.0136 -5.14 -3.19 3.87 -0.370
H -2.2247 -1.0535 1.9670 -0.37 4.11 -1.58 0.322
H -8.3976 -1.5525 -0.3955 -1.54 1.92 -1.36 0.387
H -6.2319 -1.9302 1.6696 0.88 -1.60 2.01 0.465
H 5.5400 -3.0762 -2.3296 -0.91 2.21 -0.23 0.331
C 4.8927 -1.5389 -0.8046 2.42 -6.33 0.06 0.771
H -1.1957 2.3515 1.1336 1.65 -1.63 -0.58 -0.048
C -3.5357 0.6432 -0.9206 0.90 -2.27 2.74 -0.646
H -2.5295 -1.2785 -0.3994 -2.45 2.82 1.27 0.417
H -4.3452 -0.6631 -2.3227 -0.97 -0.25 1.17 0.385
O 2.6845 1.4585 -0.7020 5.90 -0.01 -4.88 -0.375
C 3.6686 0.6395 -1.6374 -6.96 -5.74 10.91 -1.859
H -0.4536 -1.7612 0.3050 -0.16 -3.27 0.27 0.654
H -0.4871 4.5533 0.1118 0.26 -0.83 0.45 0.360
C -2.3162 0.1342 1.2747 2.89 -10.46 -3.62 -1.350
H 4.3461 1.2162 -1.7377 8.40 7.33 -2.87 1.007
H 3.9626 -2.2756 -2.6274 -1.02 0.15 -0.87 0.365
C 0.6562 1.9571 0.2590 8.60 1.07 -6.46 0.630
H -2.8212 0.8330 1.7118 -2.84 4.21 2.76 0.611
H -6.2392 0.8870 -0.4534 -0.09 -2.01 0.71 0.313
C -5.9974 -0.1702 -0.8594 0.71 1.90 -1.23 -0.458
C -6.6606 -1.3959 0.9106 -3.64 -0.16 -1.04 -0.417
C -0.0479 -0.8597 0.1074 -2.18 10.92 1.20 -1.745
```
Forces are in eV/Å.

## Properties
ΔE to the lowest compared entry with this formula, charge and spin = 2070.09 kJ/mol
Largest force on an atom = 18.2 eV/A
2S+1 = 1
E = -29869.35164 eV
Gap between HOMO and LUMO = 0.282 hartree
Charge = +1
HOMO level = -10.54 eV

***

# 2
Below is a structure of composition C26H39ClMnN3O4 in a non-equilibrium geometry, with properties calculated with ωB97M-V/def2-TZVPD.

The geometry in XYZ format:
```
74
Properties=species:S:1:pos:R:3:forces:R:3:mulliken_charge:R:1
C 0.9022 0.9351 -2.9866 -0.82 2.45 -1.47 0.619
H 3.0615 -5.5967 0.0454 0.12 -0.16 -0.05 0.352
H 3.1031 4.5432 3.1685 -0.01 0.12 0.02 0.331
H -0.7843 4.0048 -3.0228 0.08 0.01 -0.03 0.414
O 2.0907 0.8235 1.4380 0.97 1.96 1.95 -0.977
C -1.3968 2.2906 -1.8998 -0.19 0.07 -0.16 -1.022
H -4.4390 1.5744 2.2183 -0.29 0.04 0.05 0.371
C -3.6268 1.3197 1.5392 -0.03 0.18 0.54 -1.115
H -4.3630 0.6871 -2.2999 0.00 -0.06 0.01 0.430
H 0.1386 3.2455 -0.8123 0.03 0.42 0.04 0.416
H -0.1108 0.7877 -3.3455 -0.06 0.04 0.00 0.189
C -1.3700 -1.5399 -1.7211 -0.88 -1.50 0.78 0.103
C 1.9072 1.8746 2.0753 -0.06 -1.96 -1.14 0.392
H 2.7487 -3.1042 2.8933 -0.05 0.11 0.02 0.239
H -3.9824 -0.9849 3.0365 -0.12 0.05 0.13 0.411
C 1.9567 0.2966 -3.8256 0.58 0.05 -0.55 -1.507
H -1.0295 -2.6866 1.4417 0.08 -0.02 0.37 0.741
C -3.5804 1.4189 -2.4615 -0.04 0.14 -0.11 -1.528
H -3.1194 2.2330 1.2410 0.09 -0.02 -0.12 0.364
C 2.0800 -5.2715 0.3920 0.39 0.27 -0.14 -1.068
C -0.9404 -1.5524 -0.3859 -0.06 -0.29 0.42 0.560
Mn 0.5251 -0.2148 0.4809 -0.37 -1.69 -0.68 1.189
C -3.7385 2.3992 -3.4320 -0.03 -0.06 0.03 -0.583
C -2.2724 -2.4930 -2.2036 0.27 0.14 0.26 -0.678
H 1.5173 3.8478 3.5573 -0.16 0.08 0.05 0.293
C -1.4365 0.7743 2.3956 1.80 -0.22 -0.23 -0.372
C -3.1341 -0.9551 2.3530 0.05 0.26 -0.48 -0.957
H 1.6571 -6.0577 1.0183 -0.08 0.02 0.07 0.322
N -2.6963 0.4195 2.1853 -0.89 -0.54 0.04 0.369
C 1.0667 1.6697 -1.8843 -1.03 2.87 -1.82 0.210
H 1.5340 -2.8806 -0.4364 -0.32 0.05 -0.15 0.432
C 4.2547 2.1091 2.6088 -0.02 -0.15 0.08 -1.014
H -1.0165 -0.8034 -2.3962 0.34 0.63 -0.47 0.426
H 4.6063 1.6273 3.5217 0.11 -0.04 0.06 0.317
N 2.8701 2.5070 2.7468 0.49 0.53 0.13 0.380
H 3.8869 -4.3368 2.3145 0.11 -0.06 -0.05 0.318
C -2.7388 -3.5017 -1.3624 0.03 0.01 0.10 -0.632
C -1.5709 3.2767 -2.8663 -0.16 0.01 -0.03 -0.378
H -4.6408 2.4380 -4.0292 -0.04 0.00 -0.03 0.391
C -2.4220 1.3726 -1.6993 0.01 0.19 0.17 0.615
H 4.3560 1.4172 1.7796 -0.15 -0.12 -0.01 0.271
N 2.1851 -4.0329 1.1321 0.40 -0.63 0.41 0.307
Cl 1.8236 -0.4827 -1.4195 2.70 -7.00 2.54 -0.648
C -2.7304 3.3352 -3.6258 0.07 0.03 0.02 -0.709
H 2.9512 0.4648 -3.4038 -0.14 0.00 -0.21 0.279
O -0.4524 0.0157 2.3502 -1.46 0.56 1.72 -0.714
C -0.1171 2.2195 -1.0994 0.01 -1.13 0.44 0.423
H 2.3576 -4.8261 3.0604 -0.03 -0.05 0.14 0.321
C 2.8337 -4.0779 2.4265 -0.37 -0.07 -0.11 -0.961
H -3.4323 -4.2443 -1.7352 -0.08 -0.07 -0.03 0.351
H -2.6010 -2.4541 -3.2342 -0.08 -0.04 -0.16 0.381
O -0.2701 1.4257 0.0425 -1.20 3.08 -0.42 -0.194
H -2.3154 -1.5529 2.7329 0.03 0.02 0.05 0.233
H 1.9672 0.6568 -4.8506 -0.24 0.32 -0.39 0.412
H 2.9200 3.4987 4.5862 -0.03 0.01 0.13 0.332
C 1.6860 -2.8952 0.6416 -0.86 1.45 0.65 -0.088
H -2.8471 4.1096 -4.3732 -0.01 0.04 -0.05 0.374
H -2.6265 -4.3578 0.6067 -0.13 -0.22 0.08 0.403
O 1.4067 -1.9114 1.3459 1.46 -1.97 0.15 -0.943
H 0.9299 2.3539 2.0992 -0.28 0.00 0.03 -0.171
H 1.8230 -0.7875 -3.8607 -0.08 0.17 -0.10 0.209
H -4.0427 0.8413 0.6522 0.08 0.04 -0.05 0.296
H 4.8791 2.9771 2.4021 -0.01 0.17 0.06 0.355
C -2.2882 -3.5631 -0.0454 0.19 0.10 -0.09 -1.045
H -2.2966 0.6298 -0.9258 0.12 -0.03 -0.02 0.854
H -1.3133 1.8350 2.6519 0.06 0.15 -0.41 0.514
H 2.3201 2.9873 -0.7702 -0.06 0.43 -0.11 0.407
H -3.4304 -1.3545 1.3865 -0.05 -0.23 -0.02 0.287
H 1.4356 -5.1308 -0.4700 -0.07 0.05 -0.06 0.322
C 2.5854 3.6675 3.5630 0.20 -0.21 -0.29 -0.996
H 3.2040 2.0382 -1.9586 0.09 -0.10 -0.16 0.349
C -1.3906 -2.6028 0.4299 -0.57 -0.27 -1.41 -0.305
C 2.3780 2.0086 -1.2529 0.41 0.89 0.45 -1.454
H 2.6147 1.2957 -0.4651 0.21 0.67 -0.37 0.186
```
Forces are in eV/Å.

## Properties
Largest force on an atom = 7.9 eV/A
2S+1 = 6
Expectation value of S² = 8.760
E = -84096.14221 eV
Gap between HOMO and LUMO (alpha / beta) = 0.149 / 0.184 hartree
Charge = -1
HOMO level (alpha / beta) = -1.58 / -2.51 eV

***

# 3
Below is a structure of composition C27H60FGaN9O3P2S in a non-equilibrium geometry, with properties calculated with ωB97M-V/def2-TZVPD.

The geometry in XYZ format:
```
104
Properties=species:S:1:pos:R:3:forces:R:3:mulliken_charge:R:1
S 0.4486 -4.6303 1.0085 -0.66 0.37 2.12 -0.124
N -1.4162 -5.3453 4.6349 -2.59 4.19 -3.58 -0.272
H -3.6238 5.7115 5.7091 -0.17 0.08 -0.11 0.280
C -0.8380 1.0361 1.7479 0.01 1.13 0.70 0.090
H 1.7073 -3.1897 -1.0671 0.61 1.33 1.66 0.036
P -0.5824 5.6251 5.8889 -6.60 2.93 1.65 0.761
H 1.8876 4.2739 6.8814 0.19 0.03 0.17 0.351
H -1.0122 8.7378 7.8126 0.02 -0.03 -0.15 0.398
H 2.0162 6.0283 6.6554 -0.18 -0.04 -0.05 0.330
C 1.3178 -5.4134 -5.3513 -0.32 -0.11 -0.12 -1.203
C 0.9403 -2.7845 1.0538 0.42 1.04 0.84 -0.298
C -0.8532 -1.3659 -2.1749 -0.69 0.18 -1.09 0.672
H -2.3887 3.5170 4.7557 0.12 -0.09 0.03 0.373
C -0.5429 -4.8412 2.5958 -0.14 -0.40 1.56 0.307
H -1.0617 -1.8946 -3.2182 0.29 0.92 2.28 -0.250
H 0.4257 -7.0910 -7.6446 0.18 -0.03 -0.15 0.302
Ga 1.8940 -0.5333 -0.9159 -0.65 0.65 -0.07 -0.420
C 5.6936 -1.6285 -0.6656 0.71 1.20 0.49 -0.867
C 0.0088 1.5774 0.4418 0.49 1.13 1.20 -0.252
C 1.6295 5.2453 7.3181 0.46 0.39 0.21 -1.092
H -2.7088 2.7396 6.3237 0.03 0.21 0.11 0.370
H 0.6710 -6.2843 -5.1977 -0.10 0.02 0.07 0.374
H 6.5563 -1.4331 0.1322 -1.77 -0.35 -1.61 0.271
H -2.4738 8.0227 7.1249 -0.07 0.02 -0.08 0.367
H 1.7652 -3.2519 -7.8242 -0.17 0.10 0.05 0.290
C -2.2423 -0.5209 -1.8310 -0.29 -0.35 -0.49 -0.335
H -2.1240 -6.9914 -7.0703 -0.13 -0.13 -0.17 0.349
H -1.2857 4.6548 8.8414 0.02 -0.05 -0.41 0.287
H 1.2947 -4.8083 -4.4387 -0.03 -0.05 0.02 0.318
H -3.2063 -3.6790 4.3436 2.23 -1.42 -0.81 0.312
C -2.1738 -6.2262 -7.8531 -0.48 0.05 -0.41 -1.110
H -2.4043 -6.7094 -8.8085 0.14 0.03 0.08 0.368
H -1.4419 8.4312 4.7800 0.04 0.06 -0.14 0.281
H -1.1700 -2.2811 -9.5410 -0.05 0.01 0.15 0.399
H -0.1692 9.2273 5.7292 -0.08 -0.18 0.28 0.337
C 0.4631 -0.4074 -2.4019 -0.33 -0.08 -1.20 -0.554
N -0.6558 7.2568 6.3619 0.74 1.59 -0.50 0.261
H -1.0563 2.9041 5.7519 0.06 0.03 -0.12 0.359
N -1.2839 -3.1692 -7.6376 -1.42 0.99 -0.22 0.261
C 4.9233 0.7977 0.5110 0.15 0.04 -0.52 -0.892
C -3.2349 5.2730 6.6298 0.06 0.36 0.10 -1.106
C -2.2618 -4.2589 3.9669 3.89 -3.04 -0.15 -0.041
H 0.2638 7.9645 4.5927 -0.32 -0.02 0.08 0.302
C -2.0287 3.4079 5.7842 0.30 0.06 -0.03 -1.310
C 1.9773 -2.4605 -0.1739 -0.32 -2.11 0.67 -0.227
N 0.8716 -4.6498 -6.5236 1.93 -1.16 0.01 0.239
C 4.6527 -0.3230 -0.7005 -2.79 0.89 -3.01 0.244
N 3.6833 -0.1618 -1.6692 4.82 -1.57 4.99 -0.234
H -0.0629 -2.1827 1.0332 1.95 -1.07 -0.13 -0.015
N -1.9059 4.7060 6.4600 -1.19 -1.57 1.02 0.258
H 2.2616 1.8414 0.2263 -1.53 -1.99 0.56 -0.014
O -1.2421 5.8420 4.5049 3.65 -1.15 -0.72 -0.851
H -1.4904 7.1412 8.3158 0.00 -0.13 -0.23 0.250
H 1.4679 -2.6010 2.1068 -1.19 -0.35 -2.32 0.409
H 6.0882 1.0143 0.6527 -2.45 -0.81 -0.09 0.370
H 6.2120 -1.6634 -1.7159 -1.20 -0.31 1.96 0.236
H 0.1961 -1.9161 -8.4821 0.01 0.06 0.07 0.369
C 1.8408 -3.5994 -6.7950 -0.10 0.35 -0.23 -0.947
H 3.0614 -2.7267 0.1907 -2.12 0.32 -0.69 0.129
H 2.3338 -5.7996 -5.4892 -0.09 0.14 -0.17 0.339
H 0.3501 4.5106 9.4015 0.34 0.17 -0.38 0.400
H -1.2087 -0.0691 1.6435 0.29 2.31 0.09 0.019
C -1.4517 7.8017 7.4460 0.62 -0.19 0.63 -1.098
H -3.1049 -0.7965 -2.6060 1.83 0.45 1.81 0.229
C -0.5000 8.2678 5.3166 -0.09 -0.28 -0.40 -0.969
H 2.1541 5.3565 8.2731 -0.15 -0.06 -0.05 0.367
P -0.8141 -4.3651 -6.5237 4.95 5.17 -2.27 0.644
C -0.5095 -2.7003 -8.7716 -0.25 -0.64 -0.57 -1.089
O -1.7087 -3.9281 2.6268 1.79 -4.21 4.90 -0.158
H 1.0008 -0.7346 -3.4142 -1.25 0.69 2.02 0.115
H 0.1280 2.7541 0.6045 -0.47 -2.49 -0.32 0.332
H 0.1505 0.7198 -2.5445 0.42 -2.16 0.14 0.330
H -4.0065 3.8317 2.0611 2.51 -2.14 0.25 0.322
H -3.0169 -5.5633 -7.6260 0.16 0.07 0.07 0.335
C -2.0634 2.0987 2.1502 -7.05 5.89 -1.86 -0.430
H 1.0278 -5.7840 -8.7026 -0.12 0.08 0.39 0.285
H -0.1741 -6.8852 -9.2968 -0.47 0.10 0.23 0.398
O -0.7218 -3.4088 -5.3094 -2.91 -2.53 0.89 -0.732
N 0.1760 5.3757 7.4798 2.20 -1.58 -0.80 0.054
H -2.8715 -2.4605 -6.4319 0.30 0.12 -0.03 0.294
H -2.6908 -1.6067 -7.9525 0.22 -0.20 -0.17 0.335
C 1.5272 0.9373 0.4885 0.06 1.54 0.45 -0.249
C -3.1224 3.0500 2.0721 7.10 -6.49 0.41 -0.481
N -0.3352 -5.7219 3.8084 -3.91 5.67 -4.30 -0.276
N -0.9203 -5.4645 -7.9196 -1.49 -2.13 1.19 -0.004
H -1.5294 -1.3128 -6.6412 -0.11 0.06 0.09 0.283
H 1.7386 -2.7501 -6.1170 0.10 0.15 0.06 0.144
H -2.1039 0.6454 -1.8820 -0.12 -2.35 0.38 0.243
C -0.2738 4.4332 8.5002 -0.25 -0.50 0.09 -0.978
H 5.1735 -2.6241 -0.3375 0.81 1.96 -1.02 0.214
C -2.1281 -2.0827 -7.1419 0.08 0.01 0.53 -0.971
H -0.5424 1.4533 -0.5828 0.99 -0.10 2.14 0.067
F -2.8019 -0.8524 -0.4840 1.12 0.59 -2.25 -0.343
H 4.4193 0.3549 1.4724 1.18 0.97 -1.58 0.122
C 0.1440 -6.3439 -8.3948 0.44 -0.29 0.14 -0.975
H 1.8313 0.5922 1.5698 -0.79 0.80 -1.76 0.214
H 0.0400 -3.5030 -9.2696 -0.01 -0.02 0.26 0.254
H 4.4441 1.8500 0.2628 0.77 -2.46 0.38 0.215
H -3.9453 4.5126 6.9805 0.31 -0.13 -0.25 0.385
H -0.2228 3.3955 8.1524 -0.13 -0.03 0.20 0.302
H -3.2437 6.0227 7.4195 0.08 0.15 -0.13 0.306
H -0.0771 1.0564 2.6595 -1.72 0.04 -1.88 0.295
H 2.8674 -3.9824 -6.7209 -0.29 -0.16 0.26 0.410
H -0.6950 -2.2345 -1.3949 -0.38 1.87 -1.35 0.003
```
Forces are in eV/Å.

## Properties
Largest force on an atom = 9.6 eV/A
2S+1 = 1
E = -133012.69386 eV
Gap between HOMO and LUMO = 0.175 hartree
Charge = -1
HOMO level = -4.01 eV